Density functional theory data (the ωB97M-V functional and the def2-TZVPD basis) for 7 unconnected molecules or ions with the total composition C7H28N14O7.

Last column: Löwdin charge in e.
Positions of all 56 atoms, in Å:
N: 4.38 3.90 -0.74  0.162
C: 4.80 4.60 0.28  -0.800
N: 5.64 5.52 0.01  0.164
O: 4.21 4.61 1.36  -0.001
H: 5.01 3.81 -1.52  0.108
H: 3.50 3.41 -0.68  0.121
H: 5.82 6.23 0.71  0.130
H: 5.95 5.61 -0.95  0.114
N: 0.25 -0.65 -0.24  0.185
C: 0.86 -0.29 -1.31  -0.862
N: 0.59 0.88 -1.77  0.176
O: 1.67 -0.98 -1.85  0.027
H: -0.33 -0.05 0.33  0.107
H: 0.55 -1.55 0.11  0.123
H: 1.14 1.27 -2.52  0.125
H: -0.02 1.42 -1.18  0.112
N: -4.06 -3.96 -0.90  0.137
C: -4.74 -4.88 -0.19  -0.777
N: -5.97 -4.57 -0.41  0.128
O: -4.47 -5.84 0.46  0.070
H: -3.12 -3.83 -0.58  0.107
H: -4.35 -3.43 -1.71  0.109
H: -6.21 -4.02 -1.22  0.107
H: -6.66 -5.19 0.00  0.118
N: -2.60 3.09 3.41  0.182
C: -1.41 2.56 3.29  -0.883
N: -0.68 2.60 4.32  0.162
O: -0.90 2.21 2.30  0.069
H: -3.18 3.05 2.58  0.122
H: -2.90 3.45 4.30  0.116
H: -1.12 2.18 5.12  0.114
H: 0.27 2.25 4.28  0.128
N: -0.43 -3.14 3.93  0.169
C: 0.17 -4.09 3.41  -0.921
N: -0.52 -5.11 3.64  0.173
O: 1.14 -4.04 2.71  0.064
H: -0.06 -2.23 3.68  0.132
H: -1.03 -3.26 4.73  0.126
H: -1.30 -5.11 4.28  0.124
H: -0.01 -5.92 3.32  0.135
N: 4.05 -4.75 -1.83  0.142
C: 4.97 -5.18 -0.95  -0.822
N: 4.83 -4.59 0.19  0.169
O: 5.86 -5.89 -1.24  0.077
H: 4.37 -4.88 -2.78  0.102
H: 3.46 -3.93 -1.81  0.097
H: 5.40 -4.73 1.01  0.121
H: 4.06 -3.94 0.31  0.111
N: -4.06 6.62 -5.26  0.161
C: -3.65 5.52 -4.66  -0.804
N: -2.45 5.64 -4.25  0.147
O: -4.35 4.56 -4.36  0.018
H: -4.98 6.56 -5.68  0.120
H: -3.33 7.31 -5.35  0.108
H: -2.35 5.13 -3.39  0.128
H: -1.70 6.07 -4.77  0.121

E_HOMO = -0.338 hartree
relative energy (zero: lowest compared OMol25 entry of this formula, charge and spin) = 721.6 kJ/mol
SMILES = NC(N)=O.NC(N)=O.NC(N)=O.NC(N)=O.NC(N)=O.NC(N)=O.NC(N)=O
Kohn-Sham gap = 9.31 eV
E_tot = -1576.8299 Eh
multiplicity = 1
strongest force on any atom = 11.09 eV/A